(1)
{"formula": "C25H19MoN5Se2", "method": "ωB97M-V/def2-TZVPD", "spin_multiplicity": 3, "charge": 4, "homo_energy_ha": [-0.763, -0.770], "e_lumo_ev": [-14.748, -14.217], "gap_ev": [6.02, 6.73], "symbols": ["Mo", "C", "C", "C", "C", "N", "C", "C", "C", "C", "C", "C", "N", "C", "C", "C", "C", "C", "N", "H", "H", "H", "H", "H", "H", "H", "H", "H", "H", "H", "Se", "Se", "C", "C", "C", "C", "C", "N", "C", "C", "C", "C", "C", "N", "H", "H", "H", "H", "H", "H", "H", "H"], "coordinates": [[-0.42483, 0.00113, 0.00501], [-0.34910, -0.01073, -4.48311], [1.00665, 0.07502, -4.74487], [1.89616, 0.10474, -3.67159], [1.40765, 0.06493, -2.38514], [0.07103, 0.00280, -2.12204], [-0.77601, -0.04799, -3.16799], [2.27315, 0.05147, -1.19413], [3.64650, 0.05694, -1.20881], [4.33804, 0.00577, -0.00082], [3.64928, -0.04845, 1.20871], [2.27591, -0.04839, 1.19710], [1.60344, 0.00049, 0.00221], [1.41331, -0.06611, 2.39033], [1.90527, -0.10977, 3.67525], [1.01861, -0.08490, 4.75103], [-0.33795, -0.00006, 4.49336], [-0.76849, 0.04129, 3.17957], [0.07578, -0.00491, 2.13095], [-1.07798, -0.05155, -5.28186], [1.37661, 0.10752, -5.76238], [2.95937, 0.15598, -3.85895], [-1.82605, -0.12837, -2.93861], [4.19527, 0.09402, -2.13888], [5.42191, 0.00814, -0.00200], [4.20021, -0.08336, 2.13756], [2.96897, -0.16053, 3.85978], [1.39135, -0.12060, 5.76742], [-1.06477, 0.03702, 5.29416], [-1.81922, 0.12152, 2.95360], [-3.50214, 0.66940, -0.96322], [-3.48713, -0.66221, 0.96717], [-2.48980, -2.15742, 0.27780], [-3.02446, -3.42211, 0.23430], [-2.23089, -4.46620, -0.24612], [-0.93896, -4.19863, -0.68676], [-0.47072, -2.90540, -0.63456], [-1.23151, -1.90117, -0.13352], [-2.49352, 2.16047, -0.28165], [-3.02323, 3.42759, -0.24260], [-2.22636, 4.47091, 0.23354], [-0.93539, 4.20075, 0.67541], [-0.47195, 2.90578, 0.62795], [-1.23585, 1.90165, 0.13095], [-4.04249, -3.59353, 0.56075], [-2.62799, -5.47345, -0.29280], [-0.30435, -4.98330, -1.07671], [0.52414, -2.65486, -0.98230], [-4.04103, 3.60109, -0.56867], [-2.62027, 5.47957, 0.27662], [-0.29829, 4.98466, 1.06273], [0.52215, 2.65333, 0.97680]], "atomic_forces_ev_per_a": [[-0.0540, -0.0334, 0.0278], [0.0218, 0.0096, -0.0372], [0.0022, -0.0027, 0.0056], [0.0552, 0.0135, -0.0694], [-0.0360, 0.0015, 0.0587], [-0.0619, -0.0487, -0.0371], [0.0298, -0.0137, 0.0431], [-0.1162, 0.0033, 0.0712], [0.1575, 0.0022, 0.0213], [0.0024, 0.0001, 0.0008], [0.1567, -0.0017, -0.0226], [-0.1177, -0.0042, -0.0694], [-0.2881, 0.0057, -0.0057], [-0.0358, -0.0019, -0.0600], [0.0556, -0.0121, 0.0695], [0.0010, 0.0016, -0.0031], [0.0193, -0.0086, 0.0342], [0.0330, 0.0134, -0.0431], [-0.0628, 0.0581, 0.0368], [0.0058, -0.0048, 0.0069], [0.0011, 0.0038, 0.0057], [-0.0078, 0.0056, -0.0077], [-0.0074, -0.0100, 0.0161], [-0.0121, 0.0045, -0.0012], [0.0022, -0.0002, 0.0003], [-0.0118, -0.0046, 0.0012], [-0.0071, -0.0056, 0.0070], [0.0014, -0.0035, -0.0058], [0.0062, 0.0049, -0.0062], [-0.0081, 0.0101, -0.0152], [0.0772, 0.0804, -0.0260], [0.1017, -0.0733, 0.0205], [-0.0584, 0.1893, 0.0841], [-0.0006, -0.1150, 0.0029], [-0.0043, 0.0224, 0.0027], [-0.0523, -0.0788, 0.0204], [-0.0308, 0.0501, 0.0363], [0.1975, -0.0543, -0.2021], [-0.0545, -0.1910, -0.0828], [-0.0008, 0.1140, -0.0039], [-0.0048, -0.0222, -0.0032], [-0.0525, 0.0803, -0.0206], [-0.0300, -0.0531, -0.0376], [0.1905, 0.0683, 0.1857], [-0.0071, -0.0111, -0.0077], [-0.0056, 0.0009, 0.0109], [0.0007, 0.0039, -0.0048], [0.0102, 0.0368, -0.0221], [-0.0070, 0.0120, 0.0081], [-0.0057, -0.0011, -0.0113], [0.0015, -0.0043, 0.0049], [0.0107, -0.0363, 0.0229]]}

***

(2)
{"formula": "C25H19NO4PdSb", "method": "ωB97M-V/def2-TZVPD", "charge": -1, "homo_energy_ha": -0.131, "e_lumo_ev": 2.650, "gap_ev": 6.20, "symbols": ["Pd", "O", "C", "O", "C", "C", "C", "C", "C", "N", "C", "O", "O", "H", "H", "H", "H", "C", "C", "C", "C", "C", "C", "Sb", "C", "C", "C", "C", "C", "C", "C", "C", "C", "C", "C", "C", "H", "H", "H", "H", "H", "H", "H", "H", "H", "H", "H", "H", "H", "H", "H"], "coordinates": [[2.44635, -0.51078, -0.74894], [1.53421, 2.08421, 3.17774], [2.19576, 1.18815, 2.40382], [2.09679, 0.00995, 2.59395], [2.95811, 1.85788, 1.30205], [2.93958, 3.23965, 1.18100], [3.67027, 3.82536, 0.15972], [4.37894, 3.01033, -0.70051], [4.29634, 1.63145, -0.55282], [3.60393, 1.06056, 0.44190], [5.00068, 0.71824, -1.57109], [6.07924, 1.14620, -1.99988], [4.37994, -0.33502, -1.88538], [0.97202, 1.55540, 3.75978], [2.37143, 3.82910, 1.88585], [3.68453, 4.90114, 0.03463], [4.98983, 3.41247, -1.49725], [-2.41831, -5.30853, -0.21792], [-1.56969, -4.97379, 0.82891], [-0.88463, -3.76551, 0.80845], [-1.04610, -2.86319, -0.24473], [-1.88279, -3.22326, -1.30027], [-2.56561, -4.43470, -1.28634], [0.10461, -1.02959, -0.24168], [-1.02831, -0.10552, 1.35764], [-1.61933, 1.14556, 1.19215], [-2.25250, 1.78502, 2.25399], [-2.29288, 1.18695, 3.50473], [-1.69220, -0.05374, 3.69013], [-1.06344, -0.68835, 2.62662], [-0.95945, -0.02863, -1.84175], [-0.17860, 0.55682, -2.83705], [-0.77067, 1.24096, -3.89420], [-2.15271, 1.34604, -3.97016], [-2.94326, 0.76828, -2.98470], [-2.34777, 0.08835, -1.92893], [-2.95433, -6.24988, -0.20601], [-1.43313, -5.65874, 1.65777], [-0.19827, -3.53557, 1.61749], [-1.99883, -2.55813, -2.14805], [-3.21317, -4.69710, -2.11534], [-1.58038, 1.63591, 0.22654], [-2.71743, 2.75229, 2.10106], [-2.78107, 1.68627, 4.33357], [-1.71508, -0.52658, 4.66579], [-0.57734, -1.64246, 2.79614], [0.89866, 0.46522, -2.77631], [-0.14929, 1.68976, -4.66045], [-2.61619, 1.87639, -4.79383], [-4.02337, 0.84856, -3.03741], [-2.97509, -0.35340, -1.16041]], "atomic_forces_ev_per_a": [[-0.3899, -0.5010, 0.2478], [-0.0058, 0.1556, 0.0307], [-0.1886, 0.0012, -0.2361], [0.2185, -0.1923, 0.1244], [0.1138, 0.0761, -0.1096], [-0.0338, 0.0579, 0.1963], [0.0234, -0.0090, -0.0674], [0.0176, 0.1899, -0.0178], [0.0083, -0.2030, 0.1816], [0.0636, 0.2556, -0.0046], [0.0259, -0.0101, -0.1634], [-0.0676, -0.0540, 0.0049], [0.1133, 0.1614, 0.1253], [-0.0734, -0.0738, 0.0633], [0.0156, 0.0125, -0.0474], [-0.0151, 0.0004, 0.0399], [0.0029, -0.0811, -0.0016], [0.0035, 0.0350, -0.0059], [0.0061, 0.0273, -0.0024], [-0.0191, 0.0117, -0.0802], [0.0332, -0.0602, 0.0311], [0.0300, -0.0229, 0.0628], [0.0135, 0.0151, 0.0185], [0.1500, 0.3007, -0.6339], [0.0925, 0.0194, 0.1123], [0.0249, -0.0184, 0.0725], [-0.0030, -0.0131, -0.0306], [0.0332, -0.0152, -0.0023], [-0.0044, -0.0061, -0.0136], [-0.0252, 0.0591, -0.0781], [-0.1483, -0.0546, 0.0913], [-0.2049, -0.0104, -0.0306], [-0.0211, -0.0118, 0.0122], [0.0329, -0.0029, 0.0105], [0.0070, -0.0341, 0.0536], [0.0206, -0.0002, 0.0154], [0.0123, 0.0015, -0.0009], [0.0007, 0.0107, -0.0094], [-0.0258, -0.0299, -0.0111], [-0.0199, -0.0110, 0.0173], [0.0134, 0.0079, 0.0110], [-0.0279, 0.0028, -0.0061], [0.0376, -0.0010, -0.0008], [-0.0068, -0.0170, -0.0165], [0.0170, 0.0056, -0.0209], [-0.0286, 0.0372, 0.0326], [0.1415, -0.0096, 0.0230], [-0.0033, -0.0094, 0.0177], [0.0159, 0.0000, 0.0025], [0.0191, -0.0040, 0.0044], [0.0049, 0.0116, -0.0115]]}

***

(3)
{"formula": "C25H19O3PSeW", "method": "ωB97M-V/def2-TZVPD", "charge": 2, "homo_energy_ha": [-0.514, -0.514], "e_lumo_ev": [-8.995, -8.995], "gap_ev": [4.98, 4.98], "symbols": ["W", "O", "C", "C", "C", "C", "C", "C", "C", "P", "C", "C", "C", "C", "C", "C", "C", "C", "C", "C", "C", "C", "H", "H", "H", "H", "H", "H", "H", "H", "H", "H", "H", "H", "H", "H", "O", "O", "Se", "C", "C", "C", "C", "C", "C", "H", "H", "H", "H", "H"], "coordinates": [[-0.39012, -0.69889, 1.03417], [-0.26742, -0.53359, -1.01241], [-0.90294, 0.48757, -0.53865], [-1.86250, 1.43787, -0.91014], [-2.28618, 1.83722, -2.19565], [-3.22198, 2.84473, -2.29354], [-3.74628, 3.47100, -1.16286], [-3.32983, 3.11388, 0.11496], [-2.40537, 2.09568, 0.24644], [-1.69389, 1.42599, 1.77870], [-2.54916, -0.22451, 1.96199], [-2.09527, -1.00335, 3.07209], [-2.55347, -2.31499, 3.21851], [-3.41005, -2.85842, 2.26492], [-3.89735, -2.08509, 1.21411], [-3.46575, -0.77625, 1.04676], [-2.23519, 2.49017, 3.15083], [-1.49525, 3.66875, 3.28273], [-1.76461, 4.53306, 4.32533], [-2.75034, 4.20843, 5.24765], [-3.49112, 3.04262, 5.10716], [-3.24007, 2.16984, 4.06124], [-1.87358, 1.36372, -3.07273], [-3.55237, 3.15860, -3.27266], [-4.47176, 4.25938, -1.27104], [-3.72739, 3.61213, 0.98622], [-1.53369, -0.50569, 3.87694], [-2.23759, -2.91920, 4.06074], [-3.69858, -3.89629, 2.34307], [-4.60570, -2.51374, 0.52073], [-3.85315, -0.17388, 0.23145], [-0.72856, 3.89985, 2.55511], [-1.19587, 5.44368, 4.42727], [-2.93974, 4.86835, 6.07984], [-4.26230, 2.80527, 5.82450], [-3.83204, 1.27301, 3.94566], [0.11435, -2.35652, 1.50724], [-1.07512, -2.34908, 0.76890], [1.91419, 0.10593, 1.12607], [2.70136, -0.76078, 2.66545], [1.85454, -1.30356, 3.63235], [2.39624, -1.96172, 4.71725], [3.77891, -2.02812, 4.87356], [4.61896, -1.45282, 3.93088], [4.08501, -0.82961, 2.81727], [0.75998, -1.19006, 3.51175], [1.75184, -2.42704, 5.44552], [4.19553, -2.52075, 5.73774], [5.68927, -1.48719, 4.06483], [4.72098, -0.39938, 2.05947]], "atomic_forces_ev_per_a": [[0.6257, 5.8650, -1.3825], [-0.8607, 2.1750, 1.0660], [-0.3564, -1.7060, -1.5058], [-0.3208, 1.4734, -0.3144], [0.2598, -0.2851, 0.4774], [-0.2518, 0.1181, -0.2253], [0.2744, -0.1709, -0.2059], [0.2509, -0.5011, 0.3578], [0.6368, -0.2402, -0.6909], [-1.3044, -0.7937, 0.4081], [-0.1151, 0.3400, 0.2841], [-0.5013, 0.1759, 0.2608], [0.0995, 0.3195, -0.0155], [0.1001, 0.1140, 0.0278], [0.0725, 0.0883, 0.0961], [-0.0776, 0.0413, 0.2202], [0.8012, -0.2230, -0.1964], [-0.0750, -0.1395, -0.1212], [-0.0170, 0.0159, 0.0328], [0.0336, -0.0263, -0.0824], [-0.0333, -0.0281, 0.0360], [0.0417, -0.0661, -0.2061], [0.0295, -0.0215, -0.1314], [-0.0323, 0.0376, -0.0455], [-0.1288, 0.1341, -0.1014], [-0.0340, 0.0564, 0.0872], [-0.0031, -0.3160, -0.3858], [0.0230, 0.0942, -0.0279], [-0.1199, -0.0324, 0.0619], [-0.0212, -0.0063, -0.0791], [0.1067, -0.0671, 0.0185], [0.1562, 0.1007, 0.0506], [0.0362, 0.0928, 0.0268], [-0.0525, 0.0581, 0.0689], [-0.0695, -0.0080, 0.0235], [0.0028, -0.1025, 0.0524], [2.9136, -4.3915, 1.4783], [-2.1685, -2.1775, -0.3898], [0.1245, -0.0031, 0.9884], [-0.0117, -0.2398, 0.2471], [-0.5161, 0.3129, -0.3485], [0.2142, -0.0632, 0.0597], [-0.1517, 0.0476, -0.1193], [-0.1502, -0.0300, 0.1840], [-0.4266, 0.2124, -0.5668], [0.8051, -0.1810, 0.3872], [-0.0947, 0.0229, 0.1342], [0.0382, -0.0628, 0.0684], [0.0709, -0.0214, -0.0364], [0.1770, 0.0079, -0.0257]]}

***

The following ΔE to the lowest compared entry with this formula, charge and spin values (in eV) correspond, in order, to the records above: 0.048 1.120 0.000.
The following strongest force on any atom values (in eV/A) correspond, in order, to the records above: 0.29 0.72 6.06.